Here is a structure of composition C23H37O18Rb2 from the OMol25 dataset. Energies are from ωB97M-V/def2-TZVPD.

The geometry in XYZ format:
```
80
Properties=species:S:1:pos:R:3
Rb -5.36 -1.49 1.66
Rb 2.05 -5.17 1.55
C -0.68 0.31 6.23
O -0.25 -0.96 6.58
H -1.61 0.62 6.75
H 0.05 1.11 6.42
H -0.99 0.34 5.17
O -2.51 -1.33 2.02
C -1.29 -0.79 1.60
C -0.24 -1.71 0.88
O 0.60 -2.74 1.31
H -0.84 -0.33 2.50
H -1.49 0.07 0.93
H 0.37 -1.02 0.25
H -0.71 -2.13 -0.04
C -0.80 0.24 -3.61
C -2.15 0.88 -3.13
C -2.16 1.33 -1.64
O -2.19 2.73 -1.80
C -2.14 3.11 -3.08
O -2.17 4.26 -3.42
O -2.24 2.06 -3.90
H -0.10 1.07 -3.75
H -0.88 -0.37 -4.51
H -0.51 -0.45 -2.81
H -2.88 0.15 -3.49
H -1.28 0.98 -1.09
H -3.08 1.06 -1.13
C 4.98 -1.01 -1.96
C 3.92 -0.65 -2.96
C 2.55 -0.37 -2.37
O 2.39 1.00 -2.80
C 3.46 1.45 -3.49
O 3.49 2.54 -3.98
O 4.46 0.54 -3.53
H 5.33 -0.27 -1.24
H 5.88 -1.21 -2.55
H 4.73 -1.97 -1.51
H 3.77 -1.26 -3.85
H 2.50 -0.58 -1.29
H 1.90 -1.18 -2.68
C -2.18 2.81 3.36
C -3.35 2.91 2.37
C -4.01 1.56 2.05
O -5.42 1.77 2.18
C -5.65 2.95 2.75
O -6.74 3.46 2.77
O -4.49 3.57 2.99
H -2.47 2.44 4.34
H -1.86 3.85 3.46
H -1.35 2.23 2.95
H -3.13 3.54 1.51
H -3.57 0.76 2.65
H -3.90 1.21 1.03
C 0.15 -3.41 -2.85
C -1.27 -3.92 -2.71
C -1.35 -4.97 -1.57
O -2.44 -4.44 -0.76
C -2.83 -3.26 -1.28
O -3.81 -2.67 -0.90
O -2.14 -2.86 -2.33
H 0.37 -3.00 -3.83
H 0.88 -4.15 -2.52
H 0.18 -2.57 -2.14
H -1.70 -4.42 -3.59
H -0.52 -4.76 -0.89
H -1.43 -5.98 -1.96
C 2.29 0.89 1.70
C 3.84 0.85 1.51
C 4.31 2.02 0.60
O 5.39 2.58 1.32
C 5.47 1.97 2.55
O 6.31 2.16 3.37
O 4.44 1.15 2.74
H 1.80 1.11 0.76
H 1.95 1.56 2.49
H 2.08 -0.09 2.12
H 4.23 -0.15 1.32
H 3.57 2.82 0.59
H 4.47 1.64 -0.41
```

total charge: -1
E_HOMO: -1.5 eV
E_tot: -62611.4499 eV